# CH5N2S

A 2-piece molecular cluster, CH5N2S overall at a distorted geometry (the ωB97M-V functional and the def2-TZVPD basis, the OMol25 dataset).

Results
* energy above the lowest of the compared OMol25 structures with the same formula, charge and spin: 70.1 kJ/mol
* maximum force: 3.0 eV/Å
* M: 77.1 g/mol
* Kohn-Sham gap (alpha / beta): 10.4 / 6.7 eV

Geometry as ORCA input:
```
! wB97M-V def2-TZVPD RIJCOSX def2/J DEFGRID3
* xyz 0 2
N -1.4695 0.1076 1.0934
H 0.5249 -0.3687 -0.1212
S 1.9498 -2.0813 -0.5485
H 3.1087 -1.6953 -0.0176
H -1.2329 -0.5222 1.8776
H -0.1826 1.3630 -1.4244
H -1.5882 1.6291 -0.6010
C -0.5033 0.1729 0.2482
N -0.6069 1.3949 -0.5066
*
```


# C4H10N2O3P

C4H10N2O3P as an isolated structure at a distorted geometry (the ωB97M-V functional and the def2-TZVPD basis, the OMol25 dataset).

Results
* energy above the lowest of the compared OMol25 structures with the same formula, charge and spin: 0.0 kJ/mol
* maximum force: 4.5 eV/Å
* M: 165.1 g/mol
* Kohn-Sham gap: 10.8 eV

Geometry as ORCA input:
```
! wB97M-V def2-TZVPD RIJCOSX def2/J DEFGRID3
* xyz 1 1
H 2.3601 -1.7815 0.0682
H -2.1834 1.9156 -1.6178
N 0.1852 1.4892 -0.7838
H -1.7541 -2.0541 0.6422
C 3.0756 -1.2770 -0.6311
H -2.7754 1.7483 0.0601
P 1.4058 0.7070 -0.0482
H -1.8932 -1.0069 2.0241
H 4.1083 -1.0320 -0.4702
C -2.3374 1.2826 -0.8064
H -3.0314 -0.8408 0.5809
C -0.9947 0.8076 -0.4303
O 0.3350 -0.5904 0.8436
C -1.9429 -0.9765 0.9490
H 3.1522 -1.8734 -1.5125
H -2.8856 0.3849 -1.2128
O 2.4523 -0.0178 -0.9414
N -0.9275 -0.1778 0.4086
H 1.6067 1.9350 1.7096
O 2.0445 1.3582 1.1683
*
```


# C4H5NO

A 2-piece molecular cluster, C4H5NO overall (the ωB97M-V functional and the def2-TZVPD basis, the OMol25 dataset).

Results
* energy above the lowest of the compared OMol25 structures with the same formula, charge and spin: 475.7 kJ/mol
* maximum force: 1.0 eV/Å
* M: 83.1 g/mol
* Kohn-Sham gap: 10.2 eV
* SMILES: CC#[N+][O-].C#C

Geometry as ORCA input:
```
! wB97M-V def2-TZVPD RIJCOSX def2/J DEFGRID3
* xyz 0 1
C -2.3645 0.3132 -0.0315
H 2.8042 0.1055 0.0666
C 0.8194 -0.2307 0.6548
N 0.0345 -0.2390 1.5033
H -2.8075 0.2284 0.9372
H 1.9633 -1.1571 -0.8598
C -1.7728 0.3875 -1.0762
C 1.8489 -0.1807 -0.3806
H -1.2832 0.4587 -2.0220
H 1.5893 0.5563 -1.1465
O -0.8318 -0.2422 2.3547
*
```


# C7H14OsPS

C7H14OsPS as an isolated structure at a distorted geometry (the ωB97M-V functional and the def2-TZVPD basis, the OMol25 dataset).

Results
* energy above the lowest of the compared OMol25 structures with the same formula, charge and spin: 144.8 kJ/mol
* maximum force: 10.1 eV/Å
* M: 351.5 g/mol
* Kohn-Sham gap (alpha / beta): 5.7 / 6.5 eV

Geometry as ORCA input:
```
! wB97M-V def2-TZVPD RIJCOSX def2/J DEFGRID3
* xyz 1 5
C -1.0581 -1.3671 -1.8386
P -0.9466 2.2249 -0.1625
H -0.0124 0.2287 3.7647
H 2.0826 -0.3233 -2.4014
H -2.2390 0.3550 -2.6732
S 0.3670 -0.5103 1.5098
H 1.9599 -2.3401 1.6145
C 1.0160 -0.4389 -2.2831
H 0.1909 1.4394 -3.2146
C 0.0228 0.7228 2.7842
H 0.8020 1.4946 2.7962
C 1.3956 -1.7589 2.3552
Os -0.1697 0.1266 -0.7233
H 0.1275 3.0989 0.2558
H -0.9303 1.2083 2.5353
H 0.7227 -2.4451 2.9018
H -1.9926 2.3668 0.8200
C 0.0052 0.4881 -2.7226
H -1.8366 -2.0550 -1.5348
H 2.0796 -1.2825 3.0768
C 0.3423 -1.5822 -1.7451
H 0.8294 -2.4742 -1.3646
C -1.2689 -0.0924 -2.4490
H -1.4893 2.9161 -1.3013
*
```


# C9H15Br3Cl3O3P

One molecule with the formula C9H15Br3Cl3O3P at a distorted geometry (the ωB97M-V functional and the def2-TZVPD basis, the OMol25 dataset).

Results
* energy above the lowest of the compared OMol25 structures with the same formula, charge and spin: 9.2 kJ/mol
* maximum force: 2.9 eV/Å
* M: 548.3 g/mol
* Kohn-Sham gap: 10.3 eV
* SMILES: O=P(C[C@@H](Br)CCl)(O[C@H](CCl)CBr)O[C@H](CCl)CBr

Geometry as ORCA input:
```
! wB97M-V def2-TZVPD RIJCOSX def2/J DEFGRID3
* xyz 0 1
H -1.2061 1.8346 1.7829
H -0.4404 0.3461 -2.4537
C -2.1399 1.3570 1.5287
H 1.4814 -3.9255 0.8258
Cl 3.0585 -1.8965 3.5426
H -3.4764 -0.8079 0.5154
O 0.8954 1.0592 0.5601
H 0.7737 -1.2320 2.0090
Br 0.5856 -4.0562 3.1676
C 0.7990 -3.2852 1.3589
C -1.9743 0.6602 0.1583
Cl 1.3370 4.3828 -2.2409
Cl -3.5184 2.5186 1.6189
C 1.3927 -1.8605 1.3482
H 0.0695 2.8783 -0.9662
Br -3.0818 -0.9430 -2.0152
H -2.3254 0.5767 2.2758
H 2.1307 1.7063 -1.6325
H -4.0427 0.6920 -0.3154
H -0.1670 -3.2913 0.8300
O 1.3413 -1.4252 -0.0211
H -0.5579 2.9351 -2.5861
Br 1.8230 1.7296 -4.1519
H -1.7133 1.4104 -0.6349
H 1.0932 -0.3900 -2.5758
C -3.2348 -0.0182 -0.2454
C 0.3556 2.8964 -1.9725
O -1.0439 -0.4409 0.2099
H 3.2750 -0.8850 1.5081
C 1.2573 1.6816 -2.2645
P 0.4541 -0.0951 -0.2746
H 3.3862 -2.6442 1.3322
C 0.5551 0.3584 -2.0104
C 2.8579 -1.8266 1.7886
*
```


# ClCuF2HfI3

ClCuF2HfI3 as an isolated structure at a distorted geometry (the ωB97M-V functional and the def2-TZVPD basis, the OMol25 dataset).

Results
* maximum force: 3.1 eV/Å
* M: 696.2 g/mol
* Kohn-Sham gap (alpha / beta): 6.9 / 2.6 eV

Geometry as ORCA input:
```
! wB97M-V def2-TZVPD RIJCOSX def2/J DEFGRID3
* xyz 0 2
F -0.3190 3.1425 -1.0806
F 0.4193 -0.6712 0.3771
Hf 0.3906 1.3825 -0.2081
I -0.2221 1.9504 2.3767
Cu -0.3437 -2.7807 -0.0578
I -0.0191 -5.0769 0.2726
I -2.3873 0.8897 -0.4221
Cl 2.4813 1.1638 -1.2578
*
```


# C6H12O

C6H12O as an isolated structure (the ωB97M-V functional and the def2-TZVPD basis, the OMol25 dataset).

Results
* energy above the lowest of the compared OMol25 structures with the same formula, charge and spin: 493.0 kJ/mol
* maximum force: 0.3 eV/Å
* M: 100.2 g/mol
* Kohn-Sham gap (alpha / beta): 7.7 / 7.8 eV

Geometry as ORCA input:
```
! wB97M-V def2-TZVPD RIJCOSX def2/J DEFGRID3
* xyz 0 1
H -2.9803 -1.6637 0.1918
C 2.4735 0.5293 0.4087
H -1.2065 -0.7256 -1.3907
C -1.1727 -0.6158 -0.3057
C 1.2747 0.0080 -0.3219
H -0.0792 0.2391 1.3216
O -0.3349 2.5187 0.2062
H 1.3478 -0.0747 -1.4063
H -2.3567 -0.6452 1.4963
H -3.1719 0.0860 0.0988
H 0.0969 -2.0781 -0.3738
H 3.3851 0.0801 0.0005
C -0.0512 0.0872 0.2420
C -0.2554 1.5006 -0.4356
H -0.3623 1.4485 -1.5321
H 0.8796 -1.9008 -0.3958
H 2.4290 0.2967 1.4781
H 2.5681 1.6206 0.3066
C -2.4837 -0.7109 0.4113
*
```